1.
Below is a cluster of 8 separate species, C24H52F6N3O19P4 in total at a distorted geometry, with properties calculated with wB97M-V/def2-TZVPD.

The largest force on an atom is 0.0490 Eh/bohr. The electronic energy is -4504.765860 Eh. The value obtained for the HOMO energy is -7.05 eV. The charge is -1.

Each line ends with the Mulliken charge.
Cartesian coordinates (Å):
1 P 0.71717 0.13215 -0.91283  1.54
2 F -0.03574 0.08515 -2.34272  -0.40
3 F -0.69222 0.53661 -0.21655  -0.48
4 F 0.31994 -1.42277 -0.68219  -0.70
5 F 1.49591 0.24282 0.49414  -0.37
6 F 2.08516 -0.25037 -1.64826  -0.15
7 F 1.01639 1.71429 -1.14918  -0.30
8 C -2.55455 -2.48866 4.73221  -0.91
9 C -1.64137 -1.81515 5.44169  0.05
10 C -0.49367 -1.08585 4.79337  0.91
11 O 0.29850 -0.49422 5.50051  -0.68
12 C -0.39727 -1.17950 3.34150  -0.58
13 C -1.28208 -1.91385 2.63219  0.67
14 C -2.42722 -2.66685 3.28264  0.14
15 O -3.19377 -3.31968 2.62256  -0.51
16 O -1.23730 -2.05108 1.31631  0.38
17 O -1.76878 -1.60416 6.75647  -0.57
18 H -3.39672 -2.90403 5.27244  0.47
19 H 0.32193 -0.53594 2.84293  0.51
20 H -0.48320 -1.54136 0.97444  -0.21
21 H -0.93720 -1.20072 7.05749  0.35
22 C 0.92820 4.86682 -2.25226  0.48
23 O 0.66000 5.17347 -3.39218  -0.66
24 N 1.34527 5.75500 -1.30992  0.20
25 C 1.80465 5.32414 -0.00517  -0.84
26 C 1.52333 7.14593 -1.62692  -0.99
27 H 0.87080 3.85417 -1.82488  0.11
28 H 2.71690 5.81772 0.32211  0.37
29 H 2.05643 4.25869 -0.00382  0.03
30 H 1.02288 5.44465 0.74833  0.34
31 H 2.44497 7.52145 -1.18177  0.29
32 H 1.54094 7.31196 -2.70159  0.36
33 H 0.70524 7.76703 -1.23678  0.31
34 C 5.36910 -3.34758 -0.80282  0.07
35 O 6.20683 -2.61703 -1.27431  -0.54
36 N 4.33535 -2.96744 -0.01204  0.34
37 C 3.37281 -3.92813 0.47325  -0.79
38 C 4.26286 -1.64225 0.53121  -0.77
39 H 5.32048 -4.42857 -1.04280  0.30
40 H 3.36193 -4.81108 -0.16033  0.35
41 H 2.37019 -3.49550 0.50480  0.08
42 H 3.58456 -4.21388 1.51481  0.31
43 H 3.25584 -1.23094 0.57561  -0.15
44 H 4.59713 -1.62894 1.58421  0.45
45 H 4.92303 -0.95967 0.00411  0.31
46 C 4.86031 -1.61992 -4.02396  0.03
47 O 6.06519 -1.69803 -4.10802  -0.62
48 N 3.99123 -1.97123 -5.00239  0.11
49 C 2.55286 -2.05940 -4.74067  -0.70
50 C 4.49799 -2.58616 -6.21003  -0.98
51 H 4.35744 -1.23509 -3.11999  0.46
52 H 2.17508 -2.99785 -5.15021  0.32
53 H 2.03222 -1.24062 -5.24332  0.28
54 H 2.33912 -2.01183 -3.68137  0.10
55 H 4.38800 -1.89184 -7.04741  0.28
56 H 5.55368 -2.79780 -6.05567  0.36
57 H 3.96542 -3.51326 -6.42165  0.31
58 C -3.59141 -0.24722 -0.64860  -0.51
59 O -4.74923 0.57893 -0.84268  -0.32
60 P -4.67566 2.04800 -0.29053  0.94
61 O -4.30228 2.18414 1.11959  -0.70
62 O -3.71084 2.83454 -1.27116  -0.38
63 C -2.37889 3.19026 -0.87173  -0.25
64 O -6.10102 2.53139 -0.73188  -0.35
65 C -6.37084 3.89940 -1.02269  -0.62
66 H -3.08538 -0.37502 -1.60493  0.27
67 H -3.92770 -1.21125 -0.26608  0.12
68 H -2.88588 0.15370 0.07360  0.29
69 H -1.67312 2.69230 -1.53113  0.11
70 H -2.18608 2.89992 0.15931  0.11
71 H -2.28898 4.27503 -0.94137  0.34
72 H -7.29442 4.18543 -0.52152  0.25
73 H -6.50131 3.99729 -2.09800  0.23
74 H -5.57955 4.55184 -0.65712  0.31
75 C 3.61355 3.39688 5.59638  -0.82
76 O 2.38879 2.95116 5.03396  -0.36
77 P 2.11056 3.34868 3.52532  1.12
78 O 2.03366 4.77921 3.25377  -0.77
79 O 3.21655 2.57963 2.69635  -0.28
80 C 3.44548 1.17875 2.95446  0.10
81 O 0.77422 2.55044 3.30177  -0.24
82 C 0.08023 2.73668 2.05992  -0.55
83 H 3.98760 4.29717 5.09933  0.36
84 H 4.37696 2.62125 5.48814  0.27
85 H 3.47533 3.63136 6.64797  0.26
86 H 3.07043 0.90175 3.94239  0.38
87 H 4.52581 1.05940 2.96622  0.32
88 H 2.92902 0.59539 2.20402  -0.48
89 H -0.65848 1.94297 1.99483  0.25
90 H 0.74489 2.72766 1.19902  0.08
91 H -0.46737 3.68077 2.10748  0.45
92 C -1.96691 -3.87096 -1.12197  -0.10
93 O -2.69182 -4.91616 -1.79047  -0.42
94 P -4.17927 -4.67407 -2.22897  1.05
95 O -4.74154 -5.72153 -3.06190  -0.77
96 O -4.99754 -4.42630 -0.87622  -0.27
97 C -4.83676 -5.34595 0.20360  -0.64
98 O -4.13436 -3.21951 -2.83314  -0.23
99 C -5.32104 -2.42174 -2.90198  -0.66
100 H -2.61432 -3.03995 -0.86163  -0.09
101 H -1.19898 -3.48466 -1.79283  0.20
102 H -1.48014 -4.28845 -0.24660  0.32
103 H -4.14336 -4.94698 0.94294  0.16
104 H -4.44808 -6.30710 -0.14714  0.37
105 H -5.81891 -5.52616 0.63308  0.27
106 H -5.94259 -2.74845 -3.73525  0.31
107 H -5.04643 -1.38278 -3.08732  0.20
108 H -5.85485 -2.43088 -1.95390  0.33

Forces on the atoms, in the same order (eV/Å):
-0.48 1.55 -1.93
-0.11 -0.13 0.03
0.13 -0.05 0.59
0.65 -0.32 0.42
-0.29 -0.59 0.52
0.26 -0.44 0.23
0.07 0.00 0.12
0.02 -0.15 0.40
-0.36 0.56 -0.08
0.21 -0.50 -0.66
-0.08 0.04 0.24
-0.36 0.35 0.18
0.31 0.02 0.02
0.25 0.54 0.67
-0.18 -0.28 -0.31
-0.11 0.02 0.39
0.18 -0.40 -0.02
-0.05 -0.18 -0.32
0.17 -0.22 0.05
-0.13 -0.09 -0.45
0.03 0.27 -0.10
0.36 0.34 0.69
-0.29 -0.12 -0.40
0.57 -0.03 0.00
-0.45 -0.86 0.34
-0.32 0.63 -0.07
-0.03 -0.12 -0.33
-0.09 0.34 -0.13
-0.14 0.05 -0.25
0.21 0.25 0.15
0.08 -0.07 -0.05
0.07 -0.25 -0.04
0.03 -0.13 0.08
-0.45 -0.12 -0.39
0.32 0.05 0.32
-0.33 -0.13 -0.08
-0.03 0.07 0.58
0.34 0.67 1.03
0.06 0.05 0.04
0.02 -0.05 0.02
0.04 0.07 -0.34
0.11 -0.13 -0.16
-0.08 -0.24 -0.51
0.10 -0.19 -0.12
-0.09 -0.11 -0.27
-0.04 0.06 0.26
0.24 0.13 -0.24
-0.54 -0.58 0.32
0.41 0.34 -0.61
0.10 0.38 0.06
-0.03 -0.05 -0.02
-0.02 -0.04 0.13
-0.13 -0.04 0.08
0.03 0.08 0.22
0.02 -0.18 -0.15
0.01 0.02 -0.09
-0.06 -0.01 -0.03
0.11 -0.50 0.05
-0.11 -0.23 0.04
0.42 0.03 0.09
-0.06 0.04 0.09
-0.02 0.07 -0.04
0.15 0.23 0.12
-0.37 0.01 -0.07
-0.14 0.11 0.17
0.02 0.00 0.02
-0.07 0.01 -0.11
-0.12 0.23 0.01
0.02 0.05 -0.04
-0.08 -0.09 -0.01
0.06 -0.06 -0.15
-0.03 -0.13 0.01
0.13 0.13 -0.02
0.07 0.01 -0.15
0.64 0.22 -0.12
-0.22 -0.04 0.24
-0.53 -0.23 0.16
0.41 0.26 -0.33
0.18 0.21 -0.11
-0.02 0.36 0.49
0.08 -0.36 0.16
-0.64 0.33 0.14
-0.15 -0.02 0.00
-0.09 -0.03 0.09
-0.20 -0.14 0.03
-0.08 0.02 -0.05
-0.02 -0.26 -0.33
0.20 -0.11 -0.21
0.16 -0.14 -0.12
0.04 -0.16 0.03
0.15 0.05 -0.09
0.41 0.22 -0.21
0.20 -0.13 -0.15
-0.36 0.28 0.57
-0.01 -0.53 -0.37
0.24 0.24 -0.06
0.08 -0.51 -0.04
-0.07 0.43 -0.02
-0.11 0.44 -0.18
-0.05 -0.08 0.26
-0.05 -0.08 -0.06
-0.17 -0.03 0.12
-0.14 0.15 0.02
-0.06 0.08 -0.05
0.01 0.13 0.12
-0.11 -0.17 0.15
0.32 -0.16 -0.03
-0.10 -0.23 -0.05

---

2.
Below is the molecule C5H12N2O at a distorted geometry, with properties calculated with wB97M-V/def2-TZVPD.

The largest force on an atom is 0.0467 Eh/bohr. The electronic energy is -382.462168 Eh. The value obtained for the HOMO energy is -9.45 eV. The charge is 0. As for the SMILES: CCC(=O)NCCN.

Each line ends with the Mulliken charge.
Cartesian coordinates (Å):
1 C 2.07541 -0.70255 -0.21317  -0.90
2 C 1.67290 0.42929 -1.17207  -0.56
3 C 0.35622 0.05916 -1.85656  0.51
4 O 0.36654 -0.43583 -2.97226  -0.66
5 N -0.82171 0.26921 -1.21036  -0.13
6 C -0.96754 0.75616 0.15922  -0.51
7 C -1.83561 -0.18286 1.03295  -0.46
8 N -1.41130 0.07823 2.42093  -0.55
9 H 3.13156 -0.72103 0.08086  0.35
10 H 1.48269 -0.72381 0.69423  0.18
11 H 2.05487 -1.68371 -0.70175  0.31
12 H 1.57922 1.35121 -0.60550  0.33
13 H 2.42051 0.46049 -1.95690  0.30
14 H -1.60301 -0.05918 -1.75541  0.22
15 H -0.00194 0.99368 0.57714  0.31
16 H -1.53433 1.69106 0.10395  0.20
17 H -1.72546 -1.19754 0.64019  0.29
18 H -2.88926 0.08914 1.06443  0.34
19 H -1.93200 -0.50335 3.06712  0.21
20 H -0.41775 0.03222 2.60297  0.21

Forces on the atoms, in the same order (eV/Å):
0.76 -0.76 -0.17
-0.32 -0.97 0.43
0.31 0.02 -0.35
0.01 -0.01 0.02
0.91 -0.01 0.41
-2.16 0.24 -1.03
1.41 0.67 0.83
-0.55 -0.30 -0.06
-0.10 0.84 0.11
-0.18 -0.13 0.10
-0.72 0.14 -0.08
0.28 0.29 -0.26
-0.06 0.46 -0.09
-0.26 0.10 0.23
0.13 -0.31 0.22
0.33 0.22 0.15
0.06 -0.22 0.31
-0.06 0.00 -0.69
0.31 0.10 0.09
-0.08 -0.36 -0.17

---

3.
Below is a cluster of 2 separate species, C2H9N2S in total at a distorted geometry, with properties calculated with wB97M-V/def2-TZVPD.

The largest force on an atom is 0.0835 Eh/bohr. As for the multiplicity: 3. As for the expectation value of S²: 2.01. The electronic energy is -588.865655 Eh. The value obtained for the HOMO energy (alpha / beta) is -11.19 / -13.96 eV. The charge is +1.

Each line ends with the Mulliken spin population.
Cartesian coordinates (Å):
1 C -0.42836 -0.49843 1.25317  0.05
2 C 0.25157 0.68609 0.64582  0.69
3 N 0.37253 -1.71880 0.97327  0.64
4 N -0.59884 0.68302 -1.73967  0.04
5 S 1.90897 0.55672 0.46877  0.33
6 H -1.56835 -0.51817 0.99052  0.15
7 H -0.71342 -0.41684 2.38278  0.12
8 H -0.17128 1.68105 0.38195  -0.01
9 H 0.68629 -1.81104 0.01041  -0.01
10 H -0.11884 -2.50684 1.29150  -0.01
11 H -1.26384 1.35741 -2.03217  0.00
12 H 0.33000 0.93759 -2.08082  -0.01
13 H -0.75908 -0.11026 -2.37879  0.00
14 H 2.07266 1.67850 -0.16674  0.01

Forces on the atoms, in the same order (eV/Å):
0.48 0.79 0.58
-1.66 0.68 0.82
-3.09 2.88 -0.76
0.85 -2.05 -1.30
1.57 -0.89 0.87
1.32 -0.69 -0.49
1.10 -0.36 -1.04
-0.10 -1.41 0.73
0.50 0.13 0.09
-0.09 -1.85 0.97
-0.55 1.01 -0.37
-0.26 0.63 0.24
-0.39 0.20 0.42
0.32 0.91 -0.76

---

Among the records above, which one has the highest electronic energy? C5H12N2O

---

Look up the electronic energy of the second one. -382.462168 Eh

---

The highest charge belongs to which entry? C2H9N2S

---

Among the records above, which one has the lowest electronic energy? C24H52F6N3O19P4